A 20-piece molecular cluster, C34H49Cl59F3N5OP overall in a non-equilibrium geometry, computed with ωB97M-V/def2-TZVPD.

Structure (XYZ):
```
152
Properties=species:S:1:pos:R:3:forces:R:3
C 4.82021 0.22565 -0.37772 -0.51 -0.35 0.32
C 4.38025 -1.20863 -0.07637 0.11 1.03 -0.80
N 4.56956 -2.02265 -1.29290 -0.01 -0.17 1.24
C 3.34345 -2.14315 -2.06660 0.67 0.49 -0.86
C 2.43648 -3.23004 -1.53705 0.12 0.00 -0.27
N 1.11888 -3.27320 -2.24852 0.39 -0.10 0.28
C 0.12031 -3.71558 -1.37900 -0.41 -0.35 0.59
N 0.41570 -4.64867 -0.39001 -0.05 0.34 -0.06
C 0.57806 -4.10119 0.95693 0.75 -1.16 -0.29
Cl 2.22526 -4.55592 1.55667 -0.01 0.26 -0.02
C -0.43758 -4.63342 1.93852 0.38 0.23 1.41
C -0.25679 -3.98938 3.32350 -0.82 0.23 -0.56
Cl -0.29430 -6.41395 2.08963 -0.22 -0.12 -0.48
N -1.07973 -3.25390 -1.51595 -0.93 1.44 0.18
N -2.08108 -3.73949 -0.66099 0.37 -0.65 0.31
P -1.57954 -2.01741 -2.75179 0.09 -0.31 -2.75
C -3.40172 -1.79697 -2.62620 -0.42 0.63 1.19
C -3.84099 -0.32052 -2.64529 0.47 -0.62 0.58
C -0.64922 -0.45173 -2.47798 0.39 -0.44 0.41
C 0.43503 -0.26389 -3.56345 -0.44 0.27 0.38
C 1.18652 -4.18278 -3.37024 -0.15 0.06 -0.39
F 2.33270 -4.05821 -3.99804 0.59 0.14 -0.15
F 0.21822 -3.95377 -4.23393 -0.50 0.13 -0.29
F 1.06094 -5.46151 -2.99371 0.06 -0.40 0.24
C 5.20979 -3.24668 -1.07061 0.28 -0.74 -0.52
C 5.80858 -3.88895 -2.28784 -1.19 -0.05 -0.27
O 5.27378 -3.79251 0.00029 0.27 0.23 0.82
H 4.28417 0.89974 0.27653 -0.10 0.27 0.09
H 4.61201 0.49889 -1.40298 0.04 0.09 -0.24
H 5.86452 0.34072 -0.14481 0.46 0.10 -0.32
H 4.97482 -1.54373 0.76477 -0.32 -0.58 -0.17
H 3.31647 -1.16985 0.15199 -0.15 -0.32 0.50
H 2.85933 -1.17715 -2.03894 -0.25 0.23 0.10
H 3.61425 -2.29116 -3.10267 -0.15 -0.18 -0.31
H 2.31397 -3.04823 -0.48179 -0.37 0.07 0.24
H 2.88514 -4.21269 -1.60567 0.29 -0.22 0.06
H -0.23080 -5.42727 -0.40706 -0.06 -0.09 0.18
H 0.58790 -3.02014 0.91555 -0.27 0.28 0.16
H -1.45218 -4.43374 1.64500 -0.19 -0.10 -0.63
H -0.16216 -4.74474 4.08592 0.32 -0.08 0.28
H 0.54561 -3.26702 3.34843 0.41 -0.06 0.12
H -1.18070 -3.45012 3.51264 0.27 -0.02 0.11
H -2.55699 -2.96213 -0.22212 -0.06 0.10 -0.13
H -2.74191 -4.31404 -1.18153 0.04 0.12 0.09
H -3.83595 -2.20422 -1.71843 0.02 -0.19 0.25
H -3.90697 -2.31405 -3.42804 0.34 -0.39 -0.42
H -3.59197 0.16824 -3.57468 -0.06 0.27 -0.20
H -4.89677 -0.27899 -2.42588 -0.42 0.09 -0.34
H -3.36117 0.16567 -1.80650 0.14 0.47 0.06
H -0.21564 -0.46779 -1.48237 0.12 0.13 0.23
H -1.29117 0.41388 -2.52628 -0.60 -0.04 0.22
H 1.39163 -0.11274 -3.08986 0.39 -0.15 -0.12
H 0.44467 -1.06933 -4.28281 0.24 -0.29 -0.07
H 0.21534 0.64446 -4.10568 -0.01 0.24 -0.23
H 6.78203 -3.49461 -2.50603 0.51 0.23 -0.08
H 5.14501 -3.69176 -3.12493 0.21 0.12 -0.40
H 5.82715 -4.95802 -2.16044 0.31 -0.34 0.20
C -3.97649 -1.76805 3.85001 0.31 0.13 0.15
Cl -3.71622 -0.04541 4.05918 -0.06 0.01 -0.05
Cl -3.73052 -2.22930 2.15240 0.19 -0.02 0.13
Cl -2.89837 -2.70298 4.88956 -0.51 0.18 0.27
H -5.00049 -1.99429 4.11630 -0.01 -0.08 -0.06
C -4.30430 3.93475 2.28221 -0.06 0.00 0.16
Cl -5.12959 5.48977 2.22044 0.07 -0.04 -0.16
Cl -4.00407 3.46191 3.95742 0.21 -0.39 -0.36
Cl -5.24424 2.70675 1.42486 0.19 0.30 0.09
H -3.34993 4.03972 1.78513 0.01 -0.01 -0.02
C 5.20074 3.13059 2.66739 0.19 0.02 -0.05
Cl 3.89378 3.40970 1.50886 -0.12 0.03 0.05
Cl 6.23281 1.81018 2.12633 0.10 0.16 0.13
Cl 6.14762 4.59585 2.90990 -0.06 0.00 0.04
H 4.75426 2.85254 3.61287 0.00 -0.03 0.01
C 10.24080 -3.29920 0.19437 0.12 0.02 0.02
Cl 10.28856 -1.56525 0.51021 -0.08 0.06 0.04
Cl 10.48320 -3.61307 -1.52479 -0.10 -0.05 -0.11
Cl 11.45465 -4.13995 1.15312 -0.02 -0.03 0.04
H 9.26487 -3.67401 0.47765 0.01 0.02 -0.03
C -5.09087 6.16926 7.15585 -0.10 0.01 0.12
Cl -6.56025 6.79768 7.89692 -0.01 -0.08 -0.02
Cl -4.51984 4.73263 8.00831 0.02 0.01 -0.03
Cl -5.34563 5.81562 5.44464 -0.17 0.37 0.31
H -4.32625 6.93210 7.22807 0.01 0.01 0.02
C 0.71555 -9.10116 4.61844 0.05 -0.04 0.03
Cl 1.54856 -7.97780 5.69403 -0.01 0.04 -0.02
Cl 1.85971 -10.19475 3.84352 0.00 0.02 -0.02
Cl -0.52085 -10.00404 5.49210 -0.03 0.02 -0.02
H 0.23244 -8.51898 3.84508 -0.03 -0.02 0.03
C 4.44403 3.00700 -3.76476 0.02 -0.10 0.08
Cl 3.00456 2.43229 -4.61544 0.00 0.03 -0.03
Cl 4.04589 3.48237 -2.11403 0.00 -0.17 0.04
Cl 5.70081 1.76911 -3.77024 0.00 0.02 -0.03
H 4.82047 3.87575 -4.28826 0.01 0.02 -0.02
C -4.83724 -6.88795 -0.30726 -0.17 -0.11 0.22
Cl -4.55653 -5.63017 -1.53746 -0.15 -0.07 -0.22
Cl -5.11847 -6.14420 1.26381 0.08 0.05 -0.04
Cl -6.17760 -7.91010 -0.78480 0.02 0.09 -0.04
H -3.94551 -7.49662 -0.23819 0.04 0.03 -0.03
C 6.44503 -1.34379 4.39247 0.12 0.21 -0.04
Cl 5.09162 -1.47661 3.24754 0.30 -0.09 0.29
Cl 8.02239 -1.48109 3.60892 -0.23 -0.14 -0.19
Cl 6.37811 0.18806 5.26165 -0.17 0.00 0.20
H 6.35695 -2.14793 5.10972 -0.05 -0.03 -0.01
C 11.39331 -1.68800 -4.82341 -0.05 0.03 -0.07
Cl 10.68214 -3.23846 -5.28100 0.01 -0.01 0.05
Cl 12.39869 -1.05299 -6.12187 0.01 -0.01 0.02
Cl 10.13272 -0.53214 -4.38241 0.01 -0.01 0.04
H 12.01990 -1.84824 -3.95629 -0.01 -0.01 0.03
C -7.35366 -1.44246 0.58229 0.04 0.11 -0.18
Cl -8.36984 -1.23798 -0.83455 -0.01 -0.01 0.05
Cl -6.31897 -2.86533 0.38877 -0.24 -0.09 -0.12
Cl -6.37245 0.00462 0.91627 -0.16 -0.71 0.18
H -7.99850 -1.60732 1.43469 0.04 -0.01 0.06
C -7.98697 2.64238 -2.70672 -0.09 0.05 0.02
Cl -7.02753 1.80192 -1.48098 -0.04 0.26 -0.30
Cl -9.29379 1.61204 -3.28807 0.10 0.01 0.01
Cl -8.62328 4.15500 -2.06516 0.04 -0.01 -0.01
H -7.34218 2.87452 -3.54325 0.02 0.00 -0.01
C 6.29743 5.57876 -6.95403 -0.04 -0.12 -0.10
Cl 5.05179 6.05969 -5.79380 0.02 0.05 -0.15
Cl 7.05612 4.06945 -6.44779 0.00 0.01 0.03
Cl 5.61841 5.42910 -8.57102 0.02 0.02 0.03
H 7.05405 6.35112 -6.97230 0.00 0.02 0.03
C 4.21764 7.19544 -1.10350 0.14 -0.02 0.01
Cl 4.42431 8.92497 -0.82159 -0.06 0.05 -0.03
Cl 4.19048 6.85408 -2.83712 -0.02 0.17 0.16
Cl 5.49098 6.28151 -0.29796 -0.04 0.03 -0.03
H 3.26721 6.89493 -0.68367 -0.02 0.00 0.00
C -5.23191 -10.10665 3.04681 -0.04 0.14 0.10
Cl -6.66836 -9.08505 3.07598 -0.01 -0.04 -0.03
Cl -4.23593 -9.74436 1.62927 0.09 -0.13 -0.01
Cl -4.29698 -9.91648 4.52411 0.02 -0.01 0.00
H -5.55120 -11.13728 2.97495 0.01 -0.02 -0.04
C 4.23619 11.20744 2.43411 0.00 0.08 0.07
Cl 5.50348 12.42498 2.56781 0.00 -0.02 -0.02
Cl 4.18470 10.19492 3.87836 0.00 -0.03 -0.02
Cl 2.66876 11.96316 2.14366 0.00 -0.03 -0.03
H 4.46549 10.57370 1.58864 0.00 -0.03 0.00
C -13.28734 2.24708 -4.47669 0.03 0.08 -0.09
Cl -14.21141 2.58599 -5.93765 -0.01 -0.02 0.03
Cl -12.28838 0.80397 -4.69254 -0.06 -0.04 0.00
Cl -12.29890 3.63538 -4.02518 -0.02 -0.02 0.03
H -13.98445 2.05422 -3.67310 0.00 -0.02 0.02
C -5.43295 9.50290 5.30476 -0.06 0.15 0.01
Cl -6.83738 10.47360 4.86969 0.02 -0.02 0.01
Cl -4.08361 9.83015 4.21474 0.01 -0.05 0.00
Cl -4.96812 9.79461 6.98568 0.07 0.02 -0.08
H -5.70026 8.45978 5.20295 -0.02 -0.02 -0.01
C -7.32079 9.75675 0.96613 -0.10 0.02 0.00
Cl -8.77964 10.39440 1.71984 0.01 0.00 -0.02
Cl -6.82791 8.24536 1.73722 -0.03 0.02 0.03
Cl -7.56179 9.52086 -0.76444 0.03 0.00 0.00
H -6.52580 10.47738 1.10262 0.02 0.00 0.02
```
Positions in Å, forces in eV/Å.

Computed properties:
Frontier orbital gap   7.7404 eV
Energy   -801806.299 eV
Max |F|   0.054 Eh/bohr
Charge   +1

Atomic partial charges in e from the Löwdin method, atoms 1 to 99: number 1, C, carries -0.111; number 2, C, carries -0.218; number 3, N, carries -0.060; number 4, C, carries -0.146; number 5, C, carries -0.104; number 6, N, carries 0.088; number 7, C, carries -0.307; number 8, N, carries 0.043; number 9, C, carries -0.680; number 10, Cl, carries 0.700; number 11, C, carries -0.734; number 12, C, carries -0.138; number 13, Cl, carries 0.665; number 14, N, carries -0.152; number 15, N, carries 0.082; number 16, P, carries 1.107; number 17, C, carries -0.394; number 18, C, carries -0.138; number 19, C, carries -0.368; number 20, C, carries -0.150; number 21, C, carries -0.679; number 22, F, carries 0.203; number 23, F, carries 0.155; number 24, F, carries 0.178; number 25, C, carries -0.507; number 26, C, carries 0.031; number 27, O, carries 0.082; number 28, H, carries 0.012; number 29, H, carries 0.024; number 30, H, carries 0.044; number 31, H, carries 0.038; number 32, H, carries 0.110; number 33, H, carries 0.108; number 34, H, carries 0.117; number 35, H, carries 0.069; number 36, H, carries 0.135; number 37, H, carries 0.117; number 38, H, carries 0.118; number 39, H, carries 0.055; number 40, H, carries 0.069; number 41, H, carries 0.070; number 42, H, carries -0.032; number 43, H, carries 0.051; number 44, H, carries -0.004; number 45, H, carries 0.037; number 46, H, carries 0.074; number 47, H, carries 0.079; number 48, H, carries 0.050; number 49, H, carries 0.065; number 50, H, carries 0.074; number 51, H, carries 0.063; number 52, H, carries 0.038; number 53, H, carries 0.052; number 54, H, carries 0.063; number 55, H, carries 0.086; number 56, H, carries 0.070; number 57, H, carries 0.090; number 58, C, carries -1.492; number 59, Cl, carries 0.544; number 60, Cl, carries 0.491; number 61, Cl, carries 0.603; number 62, H, carries 0.024; number 63, C, carries -1.498; number 64, Cl, carries 0.507; number 65, Cl, carries 0.497; number 66, Cl, carries 0.488; number 67, H, carries 0.017; number 68, C, carries -1.514; number 69, Cl, carries 0.517; number 70, Cl, carries 0.558; number 71, Cl, carries 0.540; number 72, H, carries 0.012; number 73, C, carries -1.559; number 74, Cl, carries 0.513; number 75, Cl, carries 0.515; number 76, Cl, carries 0.538; number 77, H, carries 0.010; number 78, C, carries -1.541; number 79, Cl, carries 0.539; number 80, Cl, carries 0.538; number 81, Cl, carries 0.498; number 82, H, carries -0.009; number 83, C, carries -1.572; number 84, Cl, carries 0.521; number 85, Cl, carries 0.533; number 86, Cl, carries 0.521; number 87, H, carries -0.049; number 88, C, carries -1.538; number 89, Cl, carries 0.531; number 90, Cl, carries 0.507; number 91, Cl, carries 0.540; number 92, H, carries -0.069; number 93, C, carries -1.537; number 94, Cl, carries 0.559; number 95, Cl, carries 0.516; number 96, Cl, carries 0.564; number 97, H, carries -0.007; number 98, C, carries -1.517; number 99, Cl, carries 0.556